Entry 1:
{
  "formula": "C3H4NP",
  "method": "wB97M-V/def2-TZVPD",
  "elements": ["C", "C", "C", "N", "P", "H", "H", "H", "H"],
  "positions_angstrom": [[-1.83910, 0.26729, -0.83136], [1.05869, 0.91088, -0.85968], [-0.45302, -0.78338, 0.80240], [-1.39060, -0.40181, 0.04247], [1.05492, 0.17218, 0.58258], [-1.75420, 0.09811, -1.89934], [1.84700, 1.62109, -1.04313], [-0.55534, -1.68121, 1.50013], [2.03166, -0.20315, 1.70592]],
  "forces_ev_per_angstrom": [[-0.670, 1.140, -0.635], [-0.027, 0.208, 0.664], [1.330, -1.651, 2.562], [-0.008, -0.820, -0.722], [0.276, -0.937, 0.785], [-0.138, -0.157, 0.109], [0.460, 0.096, -0.278], [0.049, 1.575, -1.045], [-1.273, 0.547, -1.440]],
  "total_charge": 0,
  "homo_lumo_gap_ev": 8.179,
  "homo_ev": -8.11,
  "e_above_lowest_kj_mol": 505.1
}

Entry 2:
{
  "formula": "C22H41ClNP3SeTi",
  "method": "wB97M-V/def2-TZVPD",
  "elements": ["Ti", "P", "P", "P", "H", "C", "C", "H", "C", "C", "C", "C", "C", "C", "C", "C", "C", "H", "H", "H", "H", "H", "H", "H", "H", "H", "H", "H", "H", "H", "H", "H", "H", "H", "H", "H", "H", "H", "H", "H", "H", "H", "H", "H", "H", "H", "C", "C", "C", "C", "C", "C", "Se", "H", "H", "H", "H", "H", "H", "Cl", "C", "C", "C", "C", "N", "C", "H", "H", "H", "H"],
  "positions_angstrom": [[0.57748, -0.00743, 0.58716], [-0.22198, -2.20278, 1.51771], [1.88867, -1.65804, -0.79752], [-1.48146, 0.64679, 1.72788], [0.85090, 3.61313, -3.47551], [1.16532, 3.99202, -2.49082], [1.12263, 3.33525, -1.32727], [0.84291, 2.29345, -1.22845], [-1.49727, -3.10595, 0.54497], [0.95884, -3.59859, 1.78030], [-1.04071, -2.35417, 3.17058], [2.29748, -0.43662, -2.07725], [3.49745, -2.09355, -0.01912], [1.22495, -3.14763, -1.64494], [-1.55373, 2.28853, 0.96187], [-1.25001, 1.00806, 3.51276], [-3.13750, -0.11201, 1.61631], [1.54010, 5.03710, -2.47805], [1.35056, 3.89867, -0.40711], [-1.69483, -4.03704, 1.09702], [-1.13952, -3.33632, -0.46501], [-2.41913, -2.51637, 0.47852], [0.35965, -4.42942, 2.18445], [1.72849, -3.31715, 2.50926], [1.45635, -3.92808, 0.86274], [-1.11200, -3.43238, 3.37615], [-2.04884, -1.92867, 3.17861], [-0.44216, -1.87884, 3.95616], [2.57983, -0.98329, -2.98918], [3.12714, 0.19719, -1.72867], [1.41888, 0.20461, -2.27026], [4.22769, -2.34545, -0.80201], [3.40048, -2.94069, 0.67306], [3.86663, -1.23948, 0.57068], [1.95632, -3.50753, -2.38610], [0.29649, -2.86397, -2.16251], [0.96646, -3.95331, -0.94179], [-2.55853, 2.69116, 1.14217], [-1.38180, 2.21351, -0.12283], [-0.79321, 2.95341, 1.39896], [-1.92995, 1.82355, 3.79173], [-0.21951, 1.31882, 3.73059], [-1.47368, 0.13811, 4.14132], [-3.86687, 0.63930, 1.94980], [-3.22720, -1.00861, 2.24388], [-3.32418, -0.38457, 0.56807], [-2.78694, 0.51418, -3.72305], [-1.92356, 1.62057, -3.72234], [-2.21088, 2.74004, -4.51785], [-3.39715, 2.79417, -5.26902], [-4.33990, 1.76004, -5.13801], [-4.05769, 0.66132, -4.31572], [-2.33370, -1.31122, -3.26182], [-1.63887, -0.70139, -2.10425], [-1.01190, 1.58770, -3.13658], [-1.50498, 3.56574, -4.57791], [-3.63100, 3.62499, -5.93884], [-5.28759, 1.77465, -5.67852], [-4.76665, -0.15750, -4.17245], [3.64746, -0.53307, 5.43389], [3.27433, 0.25228, 3.95610], [3.95322, 1.39657, 3.52509], [3.59915, 1.98586, 2.30916], [2.56691, 1.45165, 1.56336], [1.92891, 0.34110, 2.02206], [2.25819, -0.28836, 3.17483], [4.74751, 1.79831, 4.14323], [4.11360, 2.86522, 1.91811], [2.21856, 1.89443, 0.60891], [1.69531, -1.18195, 3.44331]],
  "forces_ev_per_angstrom": [[0.698, -0.136, 0.005], [-0.832, -2.226, 0.796], [0.668, -1.107, -0.229], [-1.247, 0.137, 1.554], [0.341, -0.069, 0.624], [0.097, 0.304, 0.128], [0.337, 1.383, -0.073], [-0.365, -0.565, -0.124], [-0.059, 0.564, -0.552], [0.560, 0.400, -0.115], [0.204, 0.622, 0.140], [-0.249, 0.381, 0.309], [-0.237, 0.142, 0.438], [-0.404, 0.250, 0.107], [0.474, -0.087, -0.481], [0.435, -0.224, 0.087], [0.169, -0.104, -0.532], [-0.459, -0.749, -0.066], [0.031, -0.513, -0.367], [0.079, 0.267, -0.156], [-0.237, 0.013, 0.284], [0.194, -0.237, -0.062], [0.254, 0.297, -0.152], [-0.135, -0.206, -0.064], [-0.179, 0.040, 0.420], [0.026, 0.370, -0.067], [0.432, -0.235, 0.116], [-0.172, -0.208, -0.023], [-0.087, 0.308, 0.087], [-0.158, -0.184, -0.239], [0.293, -0.156, -0.391], [-0.236, 0.081, 0.103], [0.011, 0.177, -0.338], [-0.013, -0.207, -0.343], [-0.128, 0.157, 0.274], [0.317, -0.027, -0.082], [0.317, 0.306, -0.394], [0.154, 0.067, -0.097], [-0.261, 0.293, 0.077], [-0.279, -0.115, -0.080], [0.059, -0.114, -0.153], [-0.273, 0.063, -0.084], [-0.049, 0.219, -0.246], [0.139, -0.142, -0.093], [-0.055, 0.496, -0.289], [-0.213, 0.139, 0.256], [-1.041, 0.254, -0.631], [0.073, 0.098, -0.502], [-0.184, -0.382, 0.321], [-0.350, -0.495, 0.110], [0.197, -0.271, 0.492], [0.223, -0.271, -0.467], [0.038, 1.392, 0.426], [0.504, -0.384, 0.466], [0.271, -0.007, -0.174], [-0.156, -0.159, 0.107], [0.284, -0.196, 0.293], [0.285, 0.164, 0.195], [0.038, 0.346, -0.372], [0.002, 0.355, -0.458], [-0.205, -0.802, 0.634], [-0.183, -0.020, -0.325], [0.250, 0.547, -0.332], [-0.028, -0.459, 0.597], [-0.752, -0.461, -0.576], [0.242, 0.736, -0.326], [0.042, 0.095, -0.058], [-0.034, -0.200, 0.298], [0.247, -0.062, 0.321], [0.273, 0.315, 0.050]],
  "total_charge": 4,
  "homo_lumo_gap_ev": [2.665, 2.680],
  "homo_ev": [-17.76, -17.76],
  "e_above_lowest_kj_mol": 80.7
}

Entry 3:
{
  "formula": "C19H46Al2Br2Cl3N3O8P",
  "method": "wB97M-V/def2-TZVPD",
  "elements": ["C", "C", "O", "C", "C", "C", "N", "C", "C", "Cl", "C", "C", "Cl", "C", "C", "P", "N", "O", "H", "H", "H", "H", "H", "H", "H", "H", "H", "H", "H", "H", "H", "H", "H", "H", "H", "H", "H", "H", "H", "H", "H", "H", "Br", "Cl", "Al", "O", "H", "Br", "C", "C", "N", "C", "C", "C", "C", "H", "H", "H", "H", "H", "H", "H", "H", "H", "H", "H", "H", "H", "H", "H", "C", "O", "H", "H", "H", "Al", "C", "O", "O", "O", "H", "O", "H", "H"],
  "positions_angstrom": [[1.45333, 1.34019, -1.70481], [0.05456, 1.08849, -2.38838], [-0.95025, 1.60043, -1.52106], [-2.14950, 0.82894, -1.54460], [-2.43553, 0.13591, -0.16637], [-1.30536, -0.88996, 0.15451], [-1.43520, -2.12959, -0.66796], [-2.71830, -2.85523, -0.52926], [-3.22082, -3.45278, 0.81445], [-3.87929, -5.11109, 0.41105], [-2.36654, -3.66213, 2.09329], [-2.51063, -2.57417, 3.18010], [-0.63077, -3.97791, 1.99537], [-3.81561, -1.87005, -1.04934], [-3.84670, -0.56827, -0.16884], [-5.26632, 0.53808, -0.72316], [-4.81862, 2.17243, -0.25812], [-5.31099, 0.46933, -2.38685], [2.08779, 0.31357, -1.61892], [1.23480, 1.64649, -0.67647], [2.07064, 2.08821, -2.21194], [-0.04613, -0.03076, -2.44202], [0.03288, 1.49661, -3.41192], [-2.15859, 0.08503, -2.37116], [-2.95801, 1.53539, -1.80087], [-2.34856, 0.94805, 0.57941], [-0.36738, -0.41958, -0.19907], [-1.14044, -1.08139, 1.21698], [-0.58707, -2.70610, -0.63653], [-1.42954, -1.77048, -1.63499], [-2.71286, -3.66079, -1.28673], [-4.11925, -2.89856, 1.12800], [-2.81680, -4.57036, 2.55406], [-1.50160, -2.02255, 3.18100], [-2.63122, -3.05611, 4.17081], [-3.39556, -1.92903, 3.07318], [-4.76010, -2.39854, -0.84062], [-3.71154, -1.65792, -2.11911], [-4.07723, -0.80051, 0.89070], [-5.71541, 2.61465, -0.05862], [-4.35856, 2.14038, 0.65336], [-5.88071, 1.17781, -2.72068], [0.23989, -1.66547, -3.67865], [0.57119, -1.65636, 3.01122], [-1.11932, -6.28712, 2.99369], [3.64807, -0.20113, -2.67112], [2.94963, -0.83144, -2.84925], [2.59628, 0.16318, 0.24766], [5.05878, 3.12827, 0.24254], [4.14963, 3.76104, 1.28660], [4.74899, 3.84973, 2.60513], [3.79568, 4.19926, 3.64629], [3.13420, 5.57899, 3.58149], [6.03330, 4.53017, 2.67747], [6.10309, 5.98125, 2.19013], [5.39495, 2.13979, 0.56036], [4.51548, 3.01115, -0.69757], [5.93491, 3.74343, 0.03400], [3.25106, 3.13865, 1.35555], [3.82118, 4.74417, 0.91708], [4.27689, 4.08374, 4.62179], [3.00090, 3.44345, 3.63594], [3.81709, 6.36902, 3.89065], [2.28453, 5.61169, 4.26822], [2.75633, 5.81427, 2.58581], [6.76025, 3.94672, 2.10582], [6.40364, 4.48416, 3.70483], [5.57034, 6.13341, 1.25012], [7.14513, 6.26061, 2.01968], [5.70710, 6.67670, 2.92873], [2.81208, -1.88607, -6.03967], [1.76845, -2.16504, -5.24221], [2.57944, -1.41549, -7.00731], [3.59472, -1.21085, -5.63614], [3.41389, -2.77141, -6.32309], [-0.53964, -1.01728, 4.13976], [-6.51937, -3.80430, -2.91098], [-7.56280, -3.12628, -2.77280], [-5.37400, -2.98611, -3.01878], [-6.33738, -5.02161, -2.94935], [-5.89940, -2.16691, -2.94377], [0.83204, -9.25357, 1.91981], [0.88843, -10.17412, 2.20059], [0.23739, -9.27846, 1.16186]],
  "forces_ev_per_angstrom": [[-1.410, 1.792, 0.101], [1.053, -1.127, 1.616], [0.269, -0.720, -0.436], [-0.687, 0.143, -0.041], [0.133, -0.326, -0.672], [0.686, 1.759, -0.384], [0.497, 0.350, 0.193], [-1.712, -0.053, -1.493], [0.442, -0.970, -0.041], [0.224, 0.514, -0.095], [-2.080, 0.422, 1.133], [0.656, -0.181, 0.002], [0.318, -1.261, -1.453], [-0.190, 0.320, 2.049], [1.714, 1.008, -0.960], [-2.588, -0.578, 0.794], [0.317, -0.842, -0.107], [1.425, 0.409, 0.760], [1.171, -0.364, -0.725], [-0.342, 0.702, -0.903], [0.172, -0.570, 0.249], [-0.231, 1.647, 0.064], [-0.035, -0.027, 0.349], [0.204, 0.331, 0.267], [0.182, -0.443, 0.352], [-0.169, -0.484, -0.134], [-0.225, -0.270, 0.383], [-0.449, -0.388, -0.360], [-0.204, -0.032, 0.350], [-0.200, -0.303, 0.074], [0.261, 0.209, 0.475], [0.505, -0.158, 0.025], [0.260, 0.307, -0.398], [-3.520, -1.571, -0.960], [0.325, 0.294, -0.422], [0.571, 0.029, -0.225], [0.212, 0.224, -0.836], [-0.141, -0.238, 0.287], [-0.210, 0.065, -0.525], [0.164, 0.076, -0.121], [0.195, 0.135, -0.223], [-0.057, -0.250, -0.052], [2.083, -0.421, -2.027], [11.921, -5.075, -10.342], [0.024, -0.719, 0.082], [-1.074, 0.918, 0.603], [-0.136, -0.855, -0.318], [0.302, -0.797, 0.279], [0.034, 0.036, 0.001], [0.127, 0.091, -0.185], [-0.080, -0.189, 0.291], [-0.205, -0.104, 0.082], [-0.046, 0.090, 0.168], [0.313, -0.006, -0.225], [0.100, 0.106, 0.089], [0.031, 0.038, 0.033], [0.008, 0.003, 0.005], [-0.007, -0.029, 0.002], [-0.037, 0.081, 0.210], [-0.062, -0.005, -0.085], [0.137, 0.028, -0.088], [0.044, -0.023, -0.137], [-0.008, 0.018, -0.092], [0.020, -0.025, -0.021], [0.034, -0.013, -0.006], [-0.108, -0.040, -0.055], [-0.215, -0.047, 0.053], [-0.014, -0.032, 0.012], [-0.020, -0.027, 0.001], [-0.074, 0.023, -0.082], [1.648, 3.473, -1.007], [-2.114, -3.453, 0.552], [-0.649, 0.013, 0.259], [-0.064, -0.261, 0.374], [-0.538, -0.606, 1.001], [-8.931, 8.129, 12.623], [-1.254, -1.122, 0.073], [0.280, 0.013, 0.075], [0.135, 0.674, -0.023], [0.437, 0.106, 0.136], [0.594, 0.287, -0.259], [-0.362, 0.232, 0.004], [0.083, 0.040, 0.068], [0.140, -0.127, -0.084]],
  "total_charge": 1,
  "homo_lumo_gap_ev": 1.694,
  "homo_ev": -8.50
}

Entry 4:
{
  "formula": "C3H4IN2P",
  "method": "wB97M-V/def2-TZVPD",
  "elements": ["C", "C", "C", "N", "N", "P", "I", "H", "H", "H", "H"],
  "positions_angstrom": [[-0.26458, 1.23868, -0.56540], [0.28019, 0.95112, 0.78778], [-0.54502, 0.02352, -1.05933], [-0.03193, -0.31840, 1.16352], [-0.47050, -0.90033, 0.00402], [-0.53140, -2.54128, -0.26330], [2.91600, 0.75116, 0.37461], [-0.42323, 2.20828, -1.04640], [0.25522, 1.88531, 1.42160], [-0.77986, -0.39864, -1.97480], [-0.40489, -2.89940, 1.15769]],
  "forces_ev_per_angstrom": [[1.072, -0.111, 0.697], [-3.453, 1.870, -0.508], [-0.180, -0.817, 2.421], [0.732, 1.138, -1.120], [0.943, 2.509, -0.026], [-0.036, -2.286, 0.921], [0.403, -0.063, -0.014], [0.577, -0.510, 0.248], [0.738, -1.845, 0.155], [-0.693, -0.217, -1.723], [-0.103, 0.331, -1.050]],
  "total_charge": 0,
  "multiplicity": 3,
  "homo_lumo_gap_ev": [8.601, 6.637],
  "homo_ev": [-7.80, -9.20],
  "e_above_lowest_kj_mol": 0.0
}

Values of DFT total energy, in order: -13948.1077; -153775.1052; -241410.1599; -23541.9973, all in eV.